No. 1
A single C12H24BN5O4 molecule at a distorted geometry. Source: the Open Molecules 2025 dataset; level of theory: ωB97M-V with the def2-TZVPD basis set.

- E_LUMO: 0.545 eV
- Energy relative to the best compared isomer or geometry (same formula, charge and spin): 9.0 kcal/mol
- SMILES string: CC(=O)N1CCC[C@H]1C(=O)N[C@H](CCCN=C(N)N)B(O)O
- 2S+1: 1
- Gap between HOMO and LUMO: 8.4 eV

Positions of all 46 atoms, in Å:
O -2.472336 2.137333 0.599964
O -1.357458 -1.700018 -1.046511
N 2.521385 -1.976567 1.312843
O 0.319921 2.396817 1.109725
O 2.606255 1.583738 0.886310
B 1.216622 1.393060 0.771805
C -2.888890 1.263584 -0.131371
C -1.156129 -0.546975 -1.433533
C 3.747578 -1.817057 1.744315
N 4.321623 -2.504503 2.776423
N 4.473204 -0.778018 1.195280
N -0.082548 0.235106 -0.998351
N -2.722920 1.326197 -1.540037
C -3.668681 0.109689 0.503786
C 1.493632 -2.643974 1.942310
C -2.158457 2.557453 -2.084115
C 0.726811 -0.021989 0.177743
C 0.122934 -2.108788 1.468771
C -0.008045 -0.580376 1.362308
C -1.331733 2.165473 -3.286891
C -1.636550 0.684888 -3.623050
C -2.194556 0.132710 -2.294357
H -0.655656 2.350962 0.930266
H 2.834306 2.461250 1.267004
H 5.295000 -2.265743 2.980933
H 4.080546 -3.478405 2.921428
H 3.901565 -0.009539 0.854196
H 5.264648 -0.366605 1.685379
H -0.010734 1.208885 -1.250987
H -3.984747 0.436891 1.481217
H -4.510945 -0.183774 -0.120046
H -3.006288 -0.768493 0.567953
H 1.623369 -2.489673 3.022600
H 1.609278 -3.732024 1.759288
H -1.554050 3.019673 -1.294526
H -2.951938 3.245608 -2.380264
H 1.586306 -0.609051 -0.056262
H -0.104662 -2.537540 0.500108
H -0.634935 -2.472130 2.173302
H 0.451402 -0.143412 2.263040
H -1.038839 -0.239193 1.364328
H -1.588050 2.802752 -4.133741
H -0.261751 2.289044 -3.113670
H -0.787257 0.172240 -4.090654
H -2.435789 0.590274 -4.389471
H -2.992442 -0.589777 -2.354784

Force components x, y, z for each atom (eV/Å):
O 0.2128 0.7370 0.0830
O 0.4023 1.1177 -0.5858
N 4.0166 2.0165 -1.0386
O 0.5507 -0.1997 -0.3015
O -1.0507 0.9930 0.5330
B -0.1564 0.2567 -0.6234
C -0.4119 -0.7210 -0.8358
C 1.1555 -0.2437 1.3310
C -3.1775 0.2187 -0.5719
N 1.1003 -0.1494 0.5979
N 0.7577 0.7009 -0.2237
N -1.4184 -0.5286 -0.6952
N 0.0324 -0.5258 0.5796
C 0.7383 -0.1644 -1.2236
C -0.4714 -0.9711 1.1024
C 0.2522 0.1459 0.5923
C 0.5125 1.7720 0.1233
C -0.2707 -0.5637 0.4676
C 0.6160 -1.2637 0.8976
C 0.3391 -0.1949 -0.9854
C -1.2889 0.3559 -0.3033
C 0.1343 0.4061 0.6171
H 0.9608 -0.4098 0.1485
H -0.3098 -0.7914 -0.3061
H -0.6637 -0.3883 -0.0813
H -0.0277 0.4194 -0.1538
H -0.2006 -0.4667 -0.0207
H -0.2070 -0.7561 0.0758
H -0.6706 -0.2414 -0.5907
H -0.0476 -0.0029 0.2161
H -0.0883 0.0385 0.0245
H -0.2406 0.2340 0.1205
H -0.4163 -0.1934 0.3386
H -0.6860 0.1148 0.1485
H -0.1216 0.2449 -0.3021
H -0.0570 -0.0131 0.2424
H 0.3295 -0.5641 -0.1626
H -0.0210 -0.0480 -0.0308
H 0.0211 -0.1057 -0.0761
H -0.1893 -0.1406 0.1113
H -0.1523 -0.0977 0.0274
H 0.1684 -0.0121 -0.0193
H -0.0209 0.0322 0.0661
H -0.0638 -0.1063 0.7312
H 0.3013 0.3370 0.4856
H -0.1721 -0.2775 -0.5296

=====

No. 2
6 unconnected molecules or ions with the total composition C12H24Br2N10O8 at a distorted geometry. Source: the Open Molecules 2025 dataset; level of theory: ωB97M-V with the def2-TZVPD basis set.

- E_LUMO: -0.887 eV
- SMILES string: C/C(Br)=C(\Br)C1=CC(=O)OC1=O.NC(N)=O.NC(N)=O.NC(N)=O.NC(N)=O.NC(N)=O
- 2S+1: 1
- Gap between HOMO and LUMO: 8.0 eV

Positions of all 56 atoms, in Å:
C -1.794683 1.080321 1.853597
C -1.132513 -0.199002 2.352032
Br -1.562212 -0.629466 4.197726
C -0.349603 -0.969149 1.619421
Br 0.059076 -0.531204 -0.224761
C 0.280976 -2.206319 2.103334
C 0.826252 -2.517359 3.275337
C 1.392662 -3.915777 3.284744
O 1.858250 -4.409629 4.241043
O 1.223427 -4.434694 2.036487
C 0.488290 -3.490736 1.296449
O 0.161585 -3.773286 0.217880
H -2.833331 1.038744 2.226718
H -1.351103 1.942632 2.358024
H -1.759812 1.169881 0.767347
H 0.860085 -1.845398 4.130367
C -1.616876 4.844874 1.736946
O -1.504779 3.721082 1.273741
N -0.569611 5.715701 1.807245
N -2.798091 5.321565 2.222740
H -0.639166 6.641932 2.183727
H 0.315418 5.396409 1.457908
H -3.590311 4.706211 2.186067
H -2.912573 6.239898 2.607512
C -0.288092 -2.529473 7.459590
O -1.319773 -2.089833 7.937135
N 0.942187 -2.250096 7.983971
N -0.270731 -3.336025 6.360719
H 1.801623 -2.602266 7.606007
H 0.970843 -1.658564 8.793974
H -1.156620 -3.563650 5.946716
H 0.569922 -3.708073 5.952166
C -1.366037 -2.023172 -4.495380
O -1.800240 -2.302470 -5.603301
N -1.156677 -2.971764 -3.530307
N -1.050409 -0.756627 -4.121782
H -0.800080 -2.766247 -2.614191
H -1.377243 -3.921501 -3.766265
H -1.188607 -0.025822 -4.802977
H -0.690631 -0.517047 -3.217566
C -0.226831 2.877415 -5.999536
O -1.111725 2.067144 -6.206312
N 1.096836 2.554650 -6.081972
N -0.484687 4.176699 -5.667430
H 1.840658 3.204913 -5.915256
H 1.322202 1.606409 -6.322892
H -1.448336 4.448124 -5.597726
H 0.227650 4.859404 -5.493015
C 2.550410 -0.776355 -3.521078
O 1.515158 -0.350294 -3.039475
N 3.778352 -0.485413 -3.000273
N 2.560595 -1.579034 -4.621071
H 4.640295 -0.826334 -3.381593
H 3.803279 0.103958 -2.188234
H 1.669347 -1.811897 -5.026800
H 3.396004 -1.943988 -5.037477

Force components x, y, z for each atom (eV/Å):
C -0.3040 -1.1087 1.3070
C -0.8868 1.2800 0.0301
Br 0.0978 0.3043 -0.8386
C 0.5663 -1.1750 -0.4308
Br 0.0514 -0.1682 0.7558
C 0.6654 -1.3265 -0.3643
C -0.0006 0.6678 0.4172
C -1.4433 2.6925 -0.9273
O 1.0476 -1.6962 1.0788
O 0.0206 0.1056 0.8038
C 0.4416 0.7789 0.7802
O -0.8366 -0.2992 -2.0114
H 0.2543 0.1139 -0.4215
H 0.0760 -0.2528 -0.3473
H 0.0586 0.1085 0.3535
H 0.2271 -0.4969 -0.0950
C -0.0127 0.0433 -0.0593
O -0.0012 0.5171 -0.0868
N 0.2471 0.0375 -0.0344
N -0.2241 -0.0616 0.0467
H -0.0295 -0.0290 0.0023
H -0.0477 0.0102 0.0089
H 0.0328 0.0358 -0.0089
H 0.0302 -0.0177 -0.0109
C -0.1024 -0.0303 0.0162
O 0.0299 0.0534 -0.0321
N 0.1798 0.1562 0.1520
N -0.0031 -0.1158 -0.2421
H -0.0526 -0.0426 -0.0146
H -0.0185 -0.0322 -0.0358
H 0.0263 -0.0022 0.0585
H -0.0190 -0.0479 0.0556
C -0.1153 0.1994 0.1095
O 0.1043 -0.1377 -0.0244
N 0.0717 -0.2999 0.0765
N -0.4073 0.2322 -0.3471
H 0.0052 0.0451 -0.0154
H -0.0121 0.0540 0.0126
H -0.0151 0.0037 0.0323
H 0.1869 -0.0863 -0.1349
C 0.0375 -0.0343 0.0230
O -0.0274 -0.0686 0.0880
N 0.1767 -0.1460 -0.0852
N -0.1588 0.1927 0.0295
H -0.0425 0.0031 0.0215
H -0.0273 0.0291 0.0460
H 0.0407 -0.0317 -0.0009
H 0.0072 -0.0431 -0.0101
C 0.0201 -0.1664 -0.1192
O 0.1820 0.1912 0.3774
N 0.1231 0.1723 0.1679
N -0.1737 -0.0366 -0.2123
H -0.0426 -0.0259 -0.0117
H -0.0138 -0.0423 -0.0280
H 0.0128 -0.0082 0.0518
H -0.0035 0.0019 0.0475

=====

No. 3
A molecular structure, C12H24Ca2Cl3CsF3KO5 at a distorted geometry. Source: the Open Molecules 2025 dataset; level of theory: ωB97M-V with the def2-TZVPD basis set.

- E_LUMO: -2.220 eV
- 2S+1: 1
- Gap between HOMO and LUMO: 2.4 eV

Positions of all 51 atoms, in Å:
C 1.769185 -0.483785 -2.092093
C 0.844834 -1.554651 -1.393095
C 1.662518 -2.786769 -0.958435
C -0.233145 -1.989659 -2.400156
C -1.635425 -1.977420 -1.766477
C -2.141649 -3.408470 -1.568328
C -2.624109 -1.142125 -2.596201
O -3.062196 -0.046505 -1.810371
C -2.540703 1.157467 -2.175119
O -1.862468 1.849494 -1.071293
C -1.907035 1.210555 0.051590
O -0.896513 1.175627 0.730215
H 1.269164 0.514665 -2.170045
H 2.127377 -0.782297 -3.058637
H 2.647652 -0.371440 -1.430418
H 0.408571 -1.105087 -0.523143
H 2.041264 -3.301348 -1.895962
H 2.551172 -2.351615 -0.411228
H 1.086898 -3.439158 -0.340457
H 0.019674 -2.991455 -2.690512
H -0.175029 -1.367946 -3.270733
H -1.621906 -1.538068 -0.793535
H -2.786928 -3.732310 -2.357636
H -1.293343 -4.054186 -1.468949
H -2.658751 -3.459151 -0.634219
H -2.258665 -0.859498 -3.567293
H -3.469380 -1.770893 -2.777070
H -3.403778 1.834754 -2.522207
H -1.822437 1.122761 -3.036643
H -2.819726 0.780451 0.425481
O 1.750612 0.753926 4.935141
C 0.636029 0.947001 5.372644
C -0.604485 0.708350 4.196809
O -1.667739 1.014393 4.727201
H 0.135804 2.146239 5.519597
H 0.342690 0.366252 6.289390
H -0.463392 -0.333525 3.824774
H -0.225617 1.372017 3.338184
Ca 0.462206 2.725827 1.523779
Ca 2.872202 1.051599 -0.513010
F -5.045214 1.514867 -3.414160
C 5.405223 3.895485 3.007780
Cl 6.059352 5.342350 2.250609
Cl 4.086180 3.178650 2.030331
H 6.190820 3.159707 3.104386
H 5.003281 4.152807 3.977617
F 4.267374 -1.265719 0.677557
Cl -6.657638 1.439732 -1.387217
Cs -3.347292 2.481277 -3.979356
F -0.356247 2.937922 5.598561
K 3.940716 -2.721075 -1.507628

Force components x, y, z for each atom (eV/Å):
C -0.6070 -0.6523 1.4564
C 0.8445 -0.1931 -1.6659
C 0.1271 1.8045 -0.2904
C -0.1582 0.4698 1.4232
C -0.0051 -0.6497 -1.6058
C 0.4161 0.6682 0.4236
C -0.2018 -0.9096 1.3858
O 0.7641 0.2254 -0.4774
C -1.5305 -0.7858 2.5142
O 0.3550 -0.5707 -1.0026
C 0.1061 0.0233 0.7469
O 0.4088 0.1837 0.8455
H 0.1168 -0.6008 -0.1189
H 0.0855 -0.1702 -0.6109
H -0.6693 -2.5918 -2.3000
H -0.2404 0.3123 0.5304
H -1.6344 0.0603 1.1183
H -2.9971 -0.7153 1.2119
H -0.3246 -0.5177 0.3155
H -0.0037 -0.5060 -0.5013
H -0.1318 0.3948 -0.5897
H 0.2752 0.5133 0.6101
H -0.2802 -0.3432 -0.5154
H 0.3830 -0.7192 -0.0604
H -0.6917 -0.1751 0.4690
H 0.3737 0.4420 -0.4029
H -0.9117 0.0014 -0.1294
H 1.3895 -4.7064 7.9838
H 0.2519 -0.5975 1.4413
H -0.6717 -0.3629 -0.2847
O 1.2345 0.5972 0.2649
C 1.8098 -5.8459 -1.7385
C -0.1308 0.9570 0.8680
O -2.5370 -0.5580 -0.2851
H -0.3230 0.1082 -0.4882
H 0.0483 0.7865 0.5362
H 0.5807 -0.0844 0.3196
H 0.6485 0.7020 -0.6703
Ca 0.1634 -0.4689 0.6247
Ca 1.6185 2.8335 3.3692
F -2.8221 -2.4555 0.0928
C 0.1157 0.0646 0.0802
Cl -0.0002 -0.0040 -0.0013
Cl -0.0627 0.0127 -0.0052
H 0.0187 -0.1070 -0.0873
H -0.1396 0.0215 0.0224
F -0.9602 0.5305 -1.7618
Cl -0.3446 0.0501 1.1856
Cs 1.5436 9.7900 -13.8224
F -1.0492 3.7476 0.6593
K 5.7494 -0.0096 -1.0831